Entry 1:
{
  "formula": "C20H24N4O4SV",
  "method": "ωB97M-V with the def2-TZVPD basis set",
  "elements": ["V", "C", "N", "C", "C", "C", "C", "C", "C", "C", "C", "H", "H", "H", "H", "H", "H", "H", "H", "H", "H", "H", "H", "S", "C", "N", "C", "C", "C", "N", "H", "H", "H", "H", "H", "H", "H", "H", "O", "C", "O", "C", "C", "C", "C", "C", "C", "N", "O", "O", "H", "H", "H", "H"],
  "xyz": [[1.12494, 0.18933, 0.32813], [3.50152, -1.39153, -0.43092], [3.16651, 0.04284, -0.13053], [3.59054, 0.86877, -1.30074], [3.87027, 0.47021, 1.11328], [3.06024, -0.03228, 2.27182], [3.56124, -0.26073, 3.53200], [2.71983, -0.76007, 4.52909], [1.36840, -1.04167, 4.28455], [0.83079, -0.81818, 3.04098], [1.67844, -0.29723, 2.03024], [4.55854, -1.45851, -0.68981], [2.90845, -1.72885, -1.27747], [3.29730, -2.01782, 0.43453], [4.65690, 0.71901, -1.47768], [3.40666, 1.92155, -1.10279], [3.04948, 0.54461, -2.18990], [3.92683, 1.56183, 1.13175], [4.89407, 0.09016, 1.11653], [4.60725, -0.07730, 3.74589], [3.12697, -0.94587, 5.51564], [0.74581, -1.43092, 5.07911], [-0.21642, -1.00567, 2.85154], [0.93158, 2.40397, 0.45981], [-0.43292, 2.85668, -0.60774], [-1.58239, 3.10370, -0.03221], [-2.73966, 3.67103, -0.76797], [-2.23070, 4.43861, -1.97446], [-1.28906, 3.57122, -2.79155], [-0.23913, 3.01827, -1.89719], [-1.65587, 2.97834, 0.96773], [-3.27209, 4.31850, -0.07508], [-3.40170, 2.85307, -1.05424], [-1.71924, 5.34694, -1.65214], [-3.07312, 4.74063, -2.59420], [-0.78256, 4.14605, -3.56314], [-1.80988, 2.73969, -3.26694], [0.69471, 2.90815, -2.26221], [-0.77841, -0.11181, 0.64276], [-0.73494, -1.12394, -0.17307], [0.47630, -1.20537, -0.70402], [-1.78803, -2.01904, -0.44952], [-3.02099, -1.85858, 0.21815], [-4.04661, -2.73557, -0.04681], [-3.81646, -3.75160, -0.96537], [-2.61557, -3.94166, -1.63318], [-1.58659, -3.06373, -1.37597], [-4.93473, -4.69871, -1.25271], [-6.01077, -4.40676, -0.78943], [-4.65694, -5.66331, -1.92153], [-3.15499, -1.05850, 0.93343], [-5.01352, -2.65875, 0.42984], [-2.51466, -4.76403, -2.32733], [-0.63561, -3.17517, -1.87893]],
  "forces_ev_per_a": [[-0.153, 0.540, 0.713], [0.002, -0.030, -0.059], [-0.107, -0.178, -0.257], [0.023, -0.018, -0.008], [-0.049, 0.032, 0.074], [-0.027, 0.021, -0.167], [-0.016, 0.002, 0.048], [0.004, 0.009, -0.023], [0.025, 0.016, 0.012], [-0.013, 0.031, -0.027], [0.082, 0.003, 0.118], [0.010, 0.012, 0.031], [0.010, -0.023, 0.002], [-0.019, 0.020, 0.016], [0.000, -0.002, -0.003], [0.009, 0.009, 0.014], [-0.005, -0.006, 0.006], [0.009, 0.003, -0.004], [-0.005, -0.025, -0.011], [-0.002, -0.003, 0.004], [0.000, -0.002, -0.002], [0.004, 0.003, 0.003], [0.003, -0.011, -0.015], [-0.033, -0.137, -0.016], [0.044, 0.081, -0.035], [-0.024, -0.030, 0.006], [0.000, 0.016, -0.007], [0.023, 0.001, 0.006], [-0.005, 0.026, 0.008], [-0.009, -0.026, -0.022], [0.002, 0.003, 0.002], [0.002, -0.003, 0.006], [0.009, -0.009, 0.003], [0.000, 0.001, -0.003], [-0.003, -0.003, 0.002], [0.007, -0.005, -0.003], [0.003, -0.009, 0.005], [0.005, 0.012, 0.007], [0.251, -0.169, -0.190], [0.109, 0.005, -0.057], [-0.165, -0.115, -0.139], [-0.005, -0.049, -0.043], [0.023, -0.001, -0.007], [-0.007, 0.000, -0.012], [0.015, 0.018, 0.007], [0.014, 0.001, 0.009], [-0.009, 0.010, 0.011], [-0.093, -0.066, -0.013], [0.055, 0.004, -0.001], [0.013, 0.037, 0.009], [0.000, 0.005, -0.002], [-0.003, -0.004, 0.000], [-0.007, 0.000, -0.001], [0.002, 0.004, 0.004]],
  "gap_ev": 5.612,
  "total_charge": 3,
  "multiplicity": 1,
  "homo_energy_ev": -17.9,
  "de_lowest_kcal_mol": 0.00,
  "e_tot_ha": -2637.58289
}



Entry 2:
{
  "formula": "C6H6MgNaO2",
  "method": "ωB97M-V with the def2-TZVPD basis set",
  "elements": ["C", "C", "C", "H", "H", "H", "H", "C", "O", "O", "C", "C", "Mg", "Na", "H", "H"],
  "xyz": [[2.52827, 0.42455, 0.14398], [1.54924, 1.17762, -0.43868], [0.57732, 2.03278, 0.19548], [3.23721, -0.10463, -0.49611], [2.78452, 0.54002, 1.20386], [1.42659, 1.10279, -1.52266], [-0.40923, 2.18210, -0.24760], [0.86790, 2.84424, 1.22716], [1.16782, 3.45589, 2.15150], [-0.88861, -1.11221, -0.56722], [-1.53360, -0.80519, 0.50130], [-0.75690, -0.68349, 1.67288], [0.98266, -1.26883, 0.52287], [-1.75071, -1.48126, -2.87736], [-1.29502, -0.46542, 2.59906], [-2.60224, -0.56094, 0.40565]],
  "forces_ev_per_a": [[0.152, -0.338, 0.031], [-0.438, 0.039, -0.006], [-0.239, 0.246, -0.317], [0.074, 0.326, 0.143], [-0.041, 0.004, -0.236], [-0.027, -0.164, 0.217], [0.441, 0.213, -0.067], [0.730, -0.092, 1.577], [-0.511, -0.493, -1.371], [0.151, -0.531, -0.792], [0.055, 0.678, 0.278], [-0.107, -0.676, 0.081], [-0.632, 0.961, 0.432], [-0.082, -0.018, 0.154], [0.262, 0.040, -0.191], [0.211, -0.196, 0.067]],
  "gap_ev": [7.900, 7.049],
  "total_charge": 2,
  "multiplicity": 2,
  "homo_energy_ev": [-16.1, -16.2],
  "s2": 0.76,
  "e_tot_ha": -744.44477
}